34
Properties=species:S:1:pos:R:3 method="wB97M-V/def2-TZVPD" e_tot_ha=-938.6675 fmax_ev_per_a=5.913 smiles="O=C1OC[C@@H](F)O1.CNC(C)=O.CNC(C)=O" homo_ev=-9.5
O 0.654 3.906 -3.340
C 0.967 3.757 -2.163
O 0.627 4.548 -1.215
C 1.493 4.488 -0.121
C 1.931 3.077 -0.282
F 1.409 2.385 0.780
O 1.468 2.738 -1.571
H 2.284 5.238 -0.123
H 0.946 4.670 0.804
H 2.991 2.827 -0.229
C -4.384 1.077 1.346
N -5.162 1.741 2.352
C -4.765 2.851 3.038
C -5.883 3.463 3.902
O -3.778 3.503 2.774
H -4.141 0.195 1.939
H -3.708 1.599 0.669
H -5.032 0.604 0.607
H -5.946 1.170 2.634
H -5.933 2.916 4.844
H -6.836 3.185 3.452
H -5.701 4.533 4.011
C 3.346 -3.690 -1.252
N 4.043 -4.980 -1.556
C 3.586 -5.901 -2.369
C 4.499 -7.024 -2.713
O 2.553 -5.738 -3.001
H 4.053 -2.992 -0.804
H 2.448 -3.677 -0.635
H 2.842 -3.263 -2.119
H 5.002 -5.063 -1.249
H 5.178 -6.794 -3.534
H 3.910 -7.893 -3.006
H 5.040 -7.454 -1.869


14
Properties=species:S:1:pos:R:3 method="wB97M-V/def2-TZVPD" de_lowest_kj_mol=70.5 e_tot_ha=-324.6976 fmax_ev_per_a=0.308 smiles=Cc1occc1N homo_ev=-7.8
C -1.694 -1.023 0.111
C -0.282 -0.551 0.062
O 0.701 -1.470 0.315
C 1.884 -0.825 0.229
C 1.701 0.482 -0.077
C 0.280 0.665 -0.179
N -0.366 1.868 -0.522
H -2.318 -0.430 -0.566
H -1.762 -2.067 -0.209
H -2.120 -0.955 1.119
H 2.765 -1.425 0.404
H 2.467 1.231 -0.231
H 0.088 2.669 -0.101
H -1.342 1.870 -0.249


29
Properties=species:S:1:pos:R:3 method="wB97M-V/def2-TZVPD" spin_multiplicity=3 de_lowest_kj_mol=0.0 e_tot_ha=-682.8517 fmax_ev_per_a=4.835 charge=+1 homo_ev="-11.5 / -12.7"
C -1.207 1.161 -0.533
C 1.734 1.278 -0.109
C -1.698 1.037 0.935
C -3.039 0.259 1.067
C -2.948 -1.050 0.360
C -1.676 0.331 -1.445
C 4.202 -1.342 -0.419
C 3.058 -1.147 0.632
N -0.435 2.194 -0.783
N 0.774 2.324 -0.420
N 1.195 0.058 -0.339
N -2.639 -0.759 -1.109
O 2.923 1.566 0.121
O 1.836 -1.073 -0.032
H -0.922 0.373 1.460
H -1.562 2.022 1.436
H -3.255 0.185 2.063
H -3.900 0.892 0.662
H -2.224 -1.473 1.038
H -3.799 -1.702 0.383
H -1.374 0.385 -2.523
H 5.024 -0.921 0.209
H 4.357 -2.396 -0.542
H 3.733 -0.810 -1.273
H 3.386 -0.405 1.319
H 3.012 -2.000 1.336
H 1.248 3.218 -0.388
H -2.253 -1.620 -1.552
H -3.549 -0.585 -1.554


21
Properties=species:S:1:pos:R:3 method="wB97M-V/def2-TZVPD" spin_multiplicity=3 e_tot_ha=-2325.2770 fmax_ev_per_a=1.354 charge=-1 homo_ev="-1.6 / -5.4"
O -2.028 -1.709 0.296
C -0.847 1.539 -0.394
C -2.194 -1.526 -1.053
O -1.117 2.720 -0.342
O -1.450 0.810 -1.318
C -1.224 -0.558 -1.717
H -3.222 -1.165 -1.278
H -2.080 -2.474 -1.626
H -1.400 -0.551 -2.801
H -0.182 -0.835 -1.543
H 2.704 -1.049 1.096
O -0.687 0.618 1.743
O 0.856 -0.450 0.363
C 2.231 -0.203 0.578
C 2.221 1.057 1.432
O 1.111 1.776 0.912
C 0.046 0.905 0.708
H 2.723 -0.021 -0.390
H 3.116 1.674 1.303
H 2.062 0.821 2.495
Cu -0.638 -1.378 1.535


51
Properties=species:S:1:pos:R:3 method="wB97M-V/def2-TZVPD" de_lowest_kj_mol=95.8 e_tot_ha=-7869.7848 fmax_ev_per_a=1.262 homo_ev=-9.3
Ta -0.564 -0.867 -0.346
O 1.308 2.638 0.438
C 0.267 2.101 0.238
O 0.207 0.836 -0.277
C -1.097 2.703 0.453
C -1.990 2.514 -0.803
C -3.167 3.485 -0.722
C -4.037 2.809 0.368
C -3.205 1.575 0.710
O -2.607 1.234 -0.560
C -1.969 1.959 1.537
C -1.261 0.731 2.072
O -0.587 0.721 3.055
O -1.429 -0.371 1.286
H -0.938 3.745 0.708
H -1.456 2.492 -1.749
H -3.686 3.536 -1.677
H -2.839 4.489 -0.453
H -5.002 2.499 -0.028
H -4.210 3.441 1.240
H -3.767 0.735 1.094
H -2.188 2.606 2.382
F 2.443 -0.861 -0.296
C 2.577 -1.207 1.000
F 1.882 -0.345 1.735
F 3.842 -1.186 1.335
S 1.786 -2.884 1.165
O 0.349 -2.562 1.131
O 2.354 -3.480 2.314
N 2.238 -3.591 -0.181
S 1.365 -3.497 -1.469
O 0.409 -2.334 -1.404
O 2.102 -3.587 -2.672
C 0.229 -4.955 -1.439
F -0.364 -5.047 -0.260
F 0.949 -6.036 -1.669
F -0.676 -4.791 -2.391
Se -2.474 -2.491 -0.546
C -3.968 -1.651 0.096
N -4.939 -1.182 0.501
Br -1.035 0.781 -7.036
C -0.996 0.386 -5.185
C 0.152 0.649 -4.456
C 0.175 0.345 -3.101
C -0.925 -0.235 -2.456
C -2.064 -0.473 -3.225
C -2.112 -0.161 -4.577
H 1.016 1.089 -4.937
H 1.083 0.576 -2.553
H -2.949 -0.893 -2.768
H -3.010 -0.348 -5.151


98
Properties=species:S:1:pos:R:3 method="wB97M-V/def2-TZVPD" de_lowest_kj_mol=110.8 e_tot_ha=-6531.7301 fmax_ev_per_a=1.844 homo_ev=-7.0
Cd 0.269 -0.364 -1.714
C -2.802 4.887 1.698
C -1.634 4.065 2.213
C -0.523 4.928 2.780
O -1.067 3.315 1.109
P -1.406 1.814 0.775
O -0.890 1.474 -0.562
C -0.675 0.813 2.134
P 0.409 -0.417 1.345
O -0.337 -1.195 0.334
O 1.583 0.391 0.673
C 2.520 1.211 1.436
C 3.836 0.475 1.592
C 2.657 2.530 0.702
O 1.191 -1.209 2.458
C 0.696 -2.190 3.419
C -0.309 -3.139 2.795
C 0.159 -1.488 4.655
O -2.968 1.713 0.984
C -3.719 0.578 0.443
C -4.791 0.225 1.454
C -4.295 0.983 -0.900
H -3.241 5.466 2.510
H -3.567 4.229 1.287
H -2.458 5.568 0.919
H -1.991 3.362 2.973
H -0.101 5.551 1.991
H 0.275 4.311 3.197
H -0.917 5.564 3.571
H -1.470 0.288 2.661
H -0.129 1.441 2.837
H 2.091 1.379 2.429
H 4.328 0.370 0.626
H 3.665 -0.514 2.013
H 4.487 1.038 2.262
H 3.005 2.353 -0.315
H 3.372 3.174 1.213
H 1.692 3.035 0.644
H 1.596 -2.743 3.691
H -1.184 -2.593 2.436
H -0.624 -3.872 3.536
H 0.136 -3.665 1.952
H -0.806 -1.016 4.460
H 0.862 -0.731 5.002
H 0.025 -2.222 5.448
H -3.033 -0.265 0.306
H -5.525 1.029 1.520
H -4.363 0.064 2.444
H -5.295 -0.691 1.149
H -4.998 1.808 -0.777
H -4.809 0.136 -1.354
H -3.494 1.280 -1.572
O -1.447 -2.653 -2.506
Cl -1.565 -1.538 -3.371
O -2.535 -1.722 -4.387
O -0.271 -1.248 -3.978
O -1.903 -0.356 -2.581
O 3.216 -8.503 -0.291
S 3.797 -8.340 1.022
O 4.737 -9.359 1.422
O 2.856 -7.909 2.057
C 4.710 -6.750 0.983
N 5.611 -6.509 1.935
C 5.990 -5.254 2.098
C 5.381 -4.199 1.426
C 4.429 -4.552 0.480
N 4.156 -5.825 0.209
C 3.589 -3.585 -0.251
C 2.278 -3.963 -0.546
C 1.450 -3.079 -1.200
N 1.854 -1.854 -1.584
C 3.131 -1.524 -1.364
C 4.022 -2.342 -0.704
H 6.776 -5.083 2.826
H 5.598 -3.165 1.662
H 1.940 -4.951 -0.260
H 0.426 -3.341 -1.417
H 3.442 -0.559 -1.751
H 5.048 -2.032 -0.555
C -0.872 4.232 -2.213
N -1.146 3.301 -3.285
C -0.349 2.285 -3.662
Se 1.225 1.755 -2.837
N -0.906 1.693 -4.727
C -2.159 2.232 -4.963
C -3.173 1.876 -5.838
C -4.342 2.612 -5.768
C -4.479 3.683 -4.880
C -3.461 4.042 -4.015
C -2.300 3.284 -4.058
H -0.169 3.771 -1.525
H -1.798 4.453 -1.685
H -0.442 5.152 -2.611
H -0.545 0.834 -5.119
H -3.069 1.024 -6.494
H -5.172 2.343 -6.406
H -5.411 4.231 -4.853
H -3.582 4.862 -3.319